No. 1
# C3H5NOS

C3H5NOS in the gas phase (wB97M-V/def2-TZVPD, OMol25).

The SMILES is CC(=O)C(N)=S. For the total energy, the calculation gives -645.495657 hartree. Its LUMO energy is -0.14 eV. For the maximum force, the calculation gives 2.50 eV Å⁻¹. The energy above the lowest of the compared OMol25 structures with the same formula, charge and spin is 10.1 kcal per mole.

The geometry in XYZ format:
```
11
Properties=species:S:1:pos:R:3:lowdin_charge:R:1
C -1.05 -1.39 0.11 -0.06
C -0.70 0.04 0.02 -0.41
O -1.45 0.98 0.01 0.09
C 0.92 0.38 -0.08 -0.82
N 1.17 1.68 -0.08 0.08
S 2.03 -0.80 -0.19 0.67
H -1.00 -1.68 1.16 0.10
H -0.33 -2.00 -0.43 0.04
H -2.07 -1.56 -0.24 0.09
H 0.39 2.34 -0.08 0.10
H 2.10 2.02 -0.21 0.10
```


No. 2
# C3H5NOS

A molecular structure, C3H5NOS (wB97M-V/def2-TZVPD, OMol25).

For the total energy, the calculation gives -645.304834 hartree. Its LUMO energy is 0.29 eV. For the maximum force, the calculation gives 2.81 eV Å⁻¹. The energy above the lowest of the compared OMol25 structures with the same formula, charge and spin is 129.8 kcal per mole.

The geometry in XYZ format:
```
11
Properties=species:S:1:pos:R:3:lowdin_charge:R:1
C -1.13 0.35 0.66 -0.23
C 0.30 1.85 -0.49 -0.03
C -0.43 -0.84 0.16 -0.36
N -0.68 1.37 0.07 -0.10
O 2.17 -0.43 0.75 -0.54
S 1.26 -0.36 -0.42 0.82
H -1.81 0.38 1.62 0.16
H 0.27 2.28 -1.48 0.05
H -0.30 -1.49 1.04 0.10
H -0.86 -1.44 -0.78 0.12
H 1.20 -1.66 -1.13 0.02
```


No. 3
# C3H5NOS

C3H5NOS in the gas phase (wB97M-V/def2-TZVPD, OMol25).

The SMILES is CC1=NSOC1. For the total energy, the calculation gives -645.421231 hartree. Its LUMO energy is 0.76 eV. For the maximum force, the calculation gives 4.26 eV Å⁻¹. The energy above the lowest of the compared OMol25 structures with the same formula, charge and spin is 56.8 kcal per mole.

The geometry in XYZ format:
```
11
Properties=species:S:1:pos:R:3:lowdin_charge:R:1
C -0.44 0.90 -0.08 -0.04
C 0.98 0.40 0.08 -0.45
N 1.99 1.16 0.04 -0.28
S 3.43 0.38 -0.02 0.94
O 2.66 -1.19 -0.06 -0.48
C 1.25 -1.08 0.10 -0.21
H -1.12 0.26 0.59 0.11
H -0.65 1.01 -1.19 0.10
H -0.51 1.97 0.14 0.07
H 1.23 -1.65 1.07 0.15
H 0.82 -1.59 -0.67 0.09
```


No. 4
# C3H5NOS

C3H5NOS in the gas phase (wB97M-V/def2-TZVPD, OMol25).

For the total energy, the calculation gives -645.266834 hartree. Its LUMO energy (spin up / spin down) is -0.20 / -0.42 eV. For the maximum force, the calculation gives 6.01 eV Å⁻¹. The energy above the lowest of the compared OMol25 structures with the same formula, charge and spin is 153.6 kcal per mole.

The geometry in XYZ format:
```
11
Properties=species:S:1:pos:R:3:lowdin_charge:R:1
C 0.43 -0.71 0.11 0.07
C 0.32 0.84 -0.08 -0.32
C -1.75 0.19 0.44 -0.24
N -0.88 1.30 0.55 -0.31
O -2.39 1.78 2.62 -0.53
S -1.46 0.74 2.15 0.94
H 0.76 -1.18 -0.72 0.00
H 0.37 -1.19 1.16 0.08
H 1.19 1.44 0.27 0.11
H 0.25 0.98 -1.20 0.13
H -2.64 0.00 -0.13 0.07
```


No. 5
# C3H5NOS

C3H5NOS in the gas phase (wB97M-V/def2-TZVPD, OMol25).

The SMILES is O=CC/C=N\S. For the total energy, the calculation gives -645.439051 hartree. Its LUMO energy is 0.76 eV. For the maximum force, the calculation gives 3.20 eV Å⁻¹. The energy above the lowest of the compared OMol25 structures with the same formula, charge and spin is 45.6 kcal per mole.

The geometry in XYZ format:
```
11
Properties=species:S:1:pos:R:3:lowdin_charge:R:1
O -0.23 -2.39 0.82 0.06
C 0.72 -1.71 0.52 -0.25
C 0.66 -0.28 0.09 -0.18
C -0.66 0.25 0.43 -0.29
N -1.21 1.30 -0.08 -0.35
S -0.50 2.17 -1.39 0.71
H 1.69 -2.18 0.35 0.11
H 1.38 0.38 0.57 0.13
H 0.87 -0.27 -1.01 0.12
H -1.19 -0.26 1.16 0.10
H -1.54 2.99 -1.47 -0.16
```


No. 6
# C3H5NOS3

A molecular structure, C3H5NOS3 (wB97M-V/def2-TZVPD, OMol25).

For the total energy, the calculation gives -1441.718513 hartree. Its LUMO energy is -0.25 eV. For the maximum force, the calculation gives 5.62 eV Å⁻¹. The energy above the lowest of the compared OMol25 structures with the same formula, charge and spin is 94.3 kcal per mole.

The geometry in XYZ format:
```
13
Properties=species:S:1:pos:R:3:lowdin_charge:R:1
C 2.09 0.23 0.08 -0.82
C -1.54 0.64 0.09 -0.83
C -0.33 -1.58 -0.54 -0.84
H 1.20 1.61 1.83 0.27
H -2.46 1.31 0.76 0.12
H -2.07 0.51 -1.05 0.08
H -0.75 -0.82 -1.36 0.04
H -0.53 -2.58 -1.12 0.09
N 1.05 1.16 0.61 -0.49
O 3.19 0.24 0.60 -0.02
S -0.09 1.70 -0.45 0.78
S -1.26 -1.00 0.82 0.73
S 1.51 -1.41 -0.26 0.89
```


No. 7
# C3H5NOSe

2 unconnected molecules or ions with the total composition C3H5NOSe (wB97M-V/def2-TZVPD, OMol25).

For the total energy, the calculation gives -2648.590563 hartree. Its LUMO energy (spin up / spin down) is -0.44 / -0.41 eV. For the maximum force, the calculation gives 4.09 eV Å⁻¹. The energy above the lowest of the compared OMol25 structures with the same formula, charge and spin is 78.1 kcal per mole.

The geometry in XYZ format:
```
11
Properties=species:S:1:pos:R:3:lowdin_charge:R:1
C 0.70 -1.04 -2.80 -0.44
C -0.71 -0.64 0.08 -0.39
C -0.05 2.18 0.76 -0.48
N 0.04 -0.06 -2.68 0.21
O 1.40 -1.85 -3.23 0.16
Se -1.13 0.84 1.14 0.98
H 0.21 -0.49 -0.37 -0.06
H -1.47 -1.43 0.25 0.00
H 0.04 2.91 1.55 -0.04
H 0.92 1.90 0.23 0.02
H -0.43 0.52 -2.04 0.05
```


No. 8
# C3H5NP4

A molecular structure, C3H5NP4 (wB97M-V/def2-TZVPD, OMol25).

For the total energy, the calculation gives -1537.329610 hartree. The expectation value of S² is 2.01. Its LUMO energy (spin up / spin down) is 0.12 / -1.47 eV. For the maximum force, the calculation gives 2.96 eV Å⁻¹. Its multiplicity is 3. The energy above the lowest of the compared OMol25 structures with the same formula, charge and spin is 0.1 kcal per mole.

The geometry in XYZ format:
```
13
Properties=species:S:1:pos:R:3:lowdin_charge:R:1
C 1.13 -1.16 0.19 -0.80
C -1.44 0.05 0.43 -0.99
C 1.66 0.06 0.93 -0.57
N 0.67 1.10 -1.02 -0.56
P -0.64 -1.52 -0.13 0.77
P 2.08 0.12 -0.86 0.84
P 0.10 1.27 0.60 0.80
P -3.40 0.31 -0.37 0.69
H 1.70 -2.09 0.31 0.03
H -1.74 -0.07 1.48 -0.05
H 2.25 -0.01 1.83 0.05
H 0.61 1.85 -1.69 0.02
H -2.97 0.07 -1.69 -0.23
```


No. 9
# C3H5NS

C3H5NS in the gas phase (wB97M-V/def2-TZVPD, OMol25).

For the total energy, the calculation gives -570.109982 hartree. Its LUMO energy is 0.30 eV. For the maximum force, the calculation gives 3.16 eV Å⁻¹. The energy above the lowest of the compared OMol25 structures with the same formula, charge and spin is 78.2 kcal per mole.

The geometry in XYZ format:
```
10
Properties=species:S:1:pos:R:3:lowdin_charge:R:1
C 0.50 0.36 -0.55 -0.12
C -0.17 0.75 1.79 -0.48
C 0.24 -0.54 -1.74 -0.10
N 0.08 0.23 0.56 -0.35
S -0.82 -0.97 1.77 0.65
H 0.56 0.75 2.60 0.07
H -0.85 1.59 1.82 0.09
H -0.83 -0.45 -2.11 0.09
H 0.48 -1.63 -1.57 0.09
H 0.81 -0.08 -2.58 0.06
```


No. 10
# C3H5NS

C3H5NS in the gas phase (wB97M-V/def2-TZVPD, OMol25).

For the total energy, the calculation gives -570.125803 hartree. Its LUMO energy (spin up / spin down) is -1.05 / -1.05 eV. For the maximum force, the calculation gives 5.00 eV Å⁻¹. The energy above the lowest of the compared OMol25 structures with the same formula, charge and spin is 68.2 kcal per mole.

The geometry in XYZ format:
```
10
Properties=species:S:1:pos:R:3:lowdin_charge:R:1
C 1.02 -0.01 -0.44 -0.27
C 0.55 1.37 -0.04 0.01
C -1.03 -1.09 0.09 -0.68
N 0.34 -1.08 -0.33 -0.06
S -1.81 0.45 -0.23 0.67
H 2.05 -0.17 -0.67 0.10
H 0.48 1.24 1.02 0.04
H 0.78 2.35 -0.36 0.05
H -1.42 -1.95 -0.30 0.03
H -0.96 -1.11 1.28 0.11
```


No. 11
# C3H5NS

C3H5NS in the gas phase (wB97M-V/def2-TZVPD, OMol25).

The SMILES is N/C=C/C=S. For the total energy, the calculation gives -570.147505 hartree. Its LUMO energy is -0.20 eV. For the maximum force, the calculation gives 6.67 eV Å⁻¹. The energy above the lowest of the compared OMol25 structures with the same formula, charge and spin is 54.6 kcal per mole.

The geometry in XYZ format:
```
10
Properties=species:S:1:pos:R:3:lowdin_charge:R:1
N 1.40 0.09 1.11 0.00
C 0.56 -0.35 -0.02 -0.12
C -0.53 0.40 -0.25 -0.33
C -1.31 0.03 -1.24 -0.78
S -2.74 0.75 -1.40 0.65
H 1.99 -0.67 1.68 0.13
H 1.45 1.00 1.65 0.11
H 0.71 -1.29 -0.41 0.09
H -0.80 0.87 0.72 0.13
H -0.74 -0.81 -1.83 0.11
```


No. 12
# C3H5NS

2 unconnected molecules or ions with the total composition C3H5NS (wB97M-V/def2-TZVPD, OMol25).

The SMILES is N=C=S.C=C. For the total energy, the calculation gives -570.177981 hartree. Its LUMO energy is 0.68 eV. For the maximum force, the calculation gives 2.39 eV Å⁻¹. The energy above the lowest of the compared OMol25 structures with the same formula, charge and spin is 35.5 kcal per mole.

The geometry in XYZ format:
```
10
Properties=species:S:1:pos:R:3:lowdin_charge:R:1
N -1.14 -1.21 0.42 0.12
C -2.17 -0.63 0.21 -0.91
S -3.14 0.54 -0.06 0.72
H -0.78 -2.11 0.20 0.08
C 1.80 0.29 -0.11 -0.12
C 0.60 0.90 -0.09 -0.15
H 2.10 -0.53 -0.85 0.06
H 2.59 0.29 0.72 0.06
H -0.01 0.77 -1.03 0.05
H 0.17 1.69 0.60 0.08
```


No. 13
# C3H5NS2

C3H5NS2 in the gas phase (wB97M-V/def2-TZVPD, OMol25).

The SMILES is C=CN(S)C=S. For the total energy, the calculation gives -968.334621 hartree. Its LUMO energy is 0.17 eV. For the maximum force, the calculation gives 4.50 eV Å⁻¹. The energy above the lowest of the compared OMol25 structures with the same formula, charge and spin is 69.3 kcal per mole.

The geometry in XYZ format:
```
11
Properties=species:S:1:pos:R:3:lowdin_charge:R:1
C 1.80 -0.76 -0.07 -0.04
C 0.94 0.21 0.10 -0.31
N -0.46 0.48 0.01 -0.55
S -1.00 2.13 -0.04 0.76
C -1.33 -0.60 0.10 -0.78
S -2.87 -0.52 -0.06 0.72
H 1.62 -1.89 -0.36 0.09
H 2.91 -0.25 -0.10 0.11
H 1.53 1.17 -0.10 0.10
H -2.29 1.59 0.21 -0.17
H -0.85 -1.57 0.32 0.08
```


No. 14
# C3H5NS2

C3H5NS2 in the gas phase (wB97M-V/def2-TZVPD, OMol25).

The SMILES is CSSCC#N. For the total energy, the calculation gives -968.404800 hartree. Its LUMO energy is 0.46 eV. For the maximum force, the calculation gives 3.22 eV Å⁻¹. The energy above the lowest of the compared OMol25 structures with the same formula, charge and spin is 25.3 kcal per mole.

The geometry in XYZ format:
```
11
Properties=species:S:1:pos:R:3:lowdin_charge:R:1
C 0.11 1.35 1.71 -0.41
S -1.26 0.94 0.53 0.43
S -0.47 0.87 -1.34 0.44
C 0.36 -0.84 -1.39 -0.49
C -0.68 -1.88 -1.33 -0.34
N -1.39 -2.80 -1.16 0.14
H 0.42 0.48 2.23 0.01
H -0.04 2.22 2.27 0.01
H 1.02 1.65 1.25 0.02
H 1.02 -1.08 -0.44 0.13
H 0.91 -0.92 -2.33 0.07
```


No. 15
# C3H5NS3

C3H5NS3 in the gas phase (wB97M-V/def2-TZVPD, OMol25).

The SMILES is S=CNCC(=S)S. For the total energy, the calculation gives -1366.574502 hartree. Its LUMO energy is -0.64 eV. For the maximum force, the calculation gives 3.80 eV Å⁻¹. The energy above the lowest of the compared OMol25 structures with the same formula, charge and spin is 24.7 kcal per mole.

The geometry in XYZ format:
```
12
Properties=species:S:1:pos:R:3:lowdin_charge:R:1
S 3.22 0.45 -0.14 0.60
C 1.74 -0.09 0.33 -0.75
N 0.74 -0.39 -0.50 -0.08
C -0.62 -0.71 -0.15 -0.31
C -1.69 0.36 -0.16 -1.31
S -3.16 -0.25 -0.05 0.71
S -1.25 1.97 -0.12 0.84
H 1.69 -0.32 1.34 0.04
H 0.93 -0.13 -1.41 0.09
H -0.48 -0.94 0.96 0.15
H -1.11 -1.57 -0.54 0.08
H 0.00 1.61 0.45 -0.06
```


No. 16
# C3H5NS3

C3H5NS3 in the gas phase (wB97M-V/def2-TZVPD, OMol25).

The SMILES is S=C(SS)N1CC1. For the total energy, the calculation gives -1366.553273 hartree. Its LUMO energy is 0.37 eV. For the maximum force, the calculation gives 2.86 eV Å⁻¹. The energy above the lowest of the compared OMol25 structures with the same formula, charge and spin is 38.1 kcal per mole.

The geometry in XYZ format:
```
12
Properties=species:S:1:pos:R:3:lowdin_charge:R:1
S -1.15 2.65 -0.52 0.64
C -0.82 1.15 -0.08 -1.05
S -2.40 -0.10 0.61 0.29
S -1.99 -1.91 -0.18 0.26
N 0.25 0.42 -0.15 -0.21
C 0.98 -0.57 0.56 -0.12
C 1.67 0.56 -0.12 -0.07
H -2.71 -1.80 -1.31 -0.19
H 1.00 -1.56 0.12 0.09
H 0.90 -0.57 1.65 0.12
H 2.08 1.37 0.47 0.12
H 2.18 0.38 -1.06 0.12
```


No. 17
# C3H5O2

A gas-phase ion, C3H5O2 (charge -1) (wB97M-V/def2-TZVPD, OMol25).

For the total energy, the calculation gives -267.738548 hartree. Its LUMO energy is 4.42 eV. As for the total charge: -1. For the maximum force, the calculation gives 3.38 eV Å⁻¹. The energy above the lowest of the compared OMol25 structures with the same formula, charge and spin is 69.0 kcal per mole.

The geometry in XYZ format:
```
10
Properties=species:S:1:pos:R:3:lowdin_charge:R:1
O 0.29 1.22 -1.87 -0.23
O 0.11 -0.90 -1.21 -0.27
C -0.02 0.05 -2.22 -0.46
H 0.69 1.15 0.13 0.10
C -0.43 -0.69 0.22 -0.26
H -1.48 -0.41 0.10 0.09
H -0.32 -1.67 0.70 0.09
C 0.32 0.37 0.97 -0.15
H -0.33 0.91 1.67 0.05
H 1.19 -0.04 1.50 0.05
```


No. 18
# C3H5O2

A gas-phase ion, C3H5O2 (charge -1) (wB97M-V/def2-TZVPD, OMol25).

The SMILES is CCC(=O)[O-]. For the total energy, the calculation gives -267.824369 hartree. Its LUMO energy is 4.46 eV. As for the total charge: -1. For the maximum force, the calculation gives 5.57 eV Å⁻¹. The energy above the lowest of the compared OMol25 structures with the same formula, charge and spin is 15.1 kcal per mole.

The geometry in XYZ format:
```
10
Properties=species:S:1:pos:R:3:lowdin_charge:R:1
C 0.55 -1.00 0.48 -0.13
C -0.56 0.01 0.08 -0.21
C 0.02 1.24 -0.70 -0.74
O 0.23 1.27 -1.91 -0.08
O -0.25 2.28 0.03 -0.18
H 1.39 -0.99 -0.21 0.06
H 0.17 -2.03 0.45 0.04
H 0.84 -0.73 1.50 0.06
H -1.24 -0.40 -0.66 0.08
H -1.14 0.34 0.93 0.08
```


No. 19
# C3H5O2P

C3H5O2P in the gas phase (wB97M-V/def2-TZVPD, OMol25).

For the total energy, the calculation gives -609.017726 hartree. Its LUMO energy is 0.69 eV. For the maximum force, the calculation gives 6.42 eV Å⁻¹. The energy above the lowest of the compared OMol25 structures with the same formula, charge and spin is 82.1 kcal per mole.

The geometry in XYZ format:
```
11
Properties=species:S:1:pos:R:3:lowdin_charge:R:1
C -0.16 0.45 1.61 -0.34
C 0.77 0.87 -0.20 -0.01
C 0.31 -0.61 -0.20 -0.65
O -0.21 0.99 2.63 0.20
O -0.37 -0.70 1.05 -0.03
P -0.82 -0.95 -1.65 0.87
H 0.36 1.60 -0.78 0.01
H 1.81 0.93 -0.17 0.04
H 1.25 -1.30 -0.22 0.13
H -1.42 0.27 -1.44 -0.11
H -1.51 -1.56 -0.61 -0.10
```


No. 20
# C3H5O2S

2 unconnected molecules or ions with the total composition C3H5O2S (wB97M-V/def2-TZVPD, OMol25).

For the total energy, the calculation gives -665.864966 hartree. The expectation value of S² is 2.02. Its LUMO energy (spin up / spin down) is 3.57 / 3.04 eV. As for the total charge: -1. For the maximum force, the calculation gives 4.45 eV Å⁻¹. Its multiplicity is 3. The energy above the lowest of the compared OMol25 structures with the same formula, charge and spin is 8.6 kcal per mole.

The geometry in XYZ format:
```
11
Properties=species:S:1:pos:R:3:lowdin_charge:R:1
C -0.20 -0.74 0.55 -0.29
C 0.89 -0.05 0.41 0.06
C -1.37 -0.52 1.53 -0.13
O 2.26 2.10 -2.39 -0.70
O 0.65 0.69 -3.62 -0.70
S 1.83 0.72 -2.72 0.46
H -0.33 -1.32 -0.36 0.08
H 1.38 0.63 1.11 0.04
H -1.76 -1.55 2.00 0.09
H -1.18 0.15 2.49 0.10
H -2.17 -0.12 1.03 0.01
```